No. 1
The following is a DFT calculation (ωB97M-V with the def2-TZVPD basis set) of 2 unconnected molecules or ions with the total composition C7H14ClN at a distorted geometry.

Last column: Mulliken charge in e.
Atoms and positions in Å:
C (0.952, -2.229, 1.514)  -0.17
C (-1.208, 2.071, 0.618)  -2.29
C (0.904, 0.822, 1.195)  -1.38
C (0.549, -0.319, -1.778)  -1.30
C (-1.788, -0.161, -0.913)  -0.84
C (-0.016, 1.307, 0.078)  1.00
C (-0.519, 0.168, -0.828)  0.40
N (0.403, -2.737, 0.429)  -0.30
Cl (2.534, -2.708, 1.745)  -0.12
H (-0.903, 3.034, 0.864)  0.46
H (-1.488, 1.570, 1.525)  0.47
H (-2.035, 2.295, 0.039)  0.61
H (0.487, -0.018, 1.720)  0.41
H (1.853, 0.443, 0.732)  0.32
H (1.217, 1.669, 1.938)  0.32
H (0.452, -1.135, -2.589)  0.30
H (1.466, -0.512, -1.105)  0.25
H (0.806, 0.487, -2.432)  0.41
H (-2.441, 0.310, -0.109)  0.24
H (-2.188, -0.887, -1.631)  0.36
H (-0.485, -2.326, 0.011)  0.29
H (0.551, 1.939, -0.606)  0.31
H (0.897, -3.081, -0.415)  0.25

Summary:
HOMO level, eV: -8.536
Gap between HOMO and LUMO, eV: 9.337
Lowest unoccupied orbital energy, eV: 0.8
Spin multiplicity: 1
Charge: 0
ΔE to the lowest compared entry with this formula, charge and spin, eV: 2.4384

---

No. 2
The following is a DFT calculation (ωB97M-V with the def2-TZVPD basis set) of a molecular structure, C13H25P2Ru at a distorted geometry.

Last column: Mulliken charge in e.
Atoms and positions in Å:
C (-2.843, 1.446, -1.977)  -0.54
C (-1.978, 2.413, -1.662)  -0.36
H (-3.531, 0.935, -1.229)  0.24
H (-2.754, 0.846, -2.949)  0.25
H (-1.173, 2.767, -2.411)  0.26
H (-1.749, 2.775, -0.613)  0.32
Ru (-0.143, -0.015, -1.207)  0.43
C (-0.014, -1.357, -2.833)  -0.60
C (-0.169, -0.123, -3.548)  -0.58
C (1.618, 0.175, -2.081)  -0.67
C (1.100, -1.211, -1.893)  -0.67
H (-0.960, 0.113, -4.280)  0.60
H (0.974, 1.819, -3.480)  0.54
H (2.478, 0.600, -1.568)  0.69
C (0.838, 0.803, -3.113)  -0.53
H (1.553, -1.971, -1.288)  0.72
H (-0.601, -2.263, -2.973)  0.47
C (-0.704, -2.259, 0.968)  -1.31
P (-1.359, -0.639, 0.545)  1.15
C (-3.136, -0.796, 0.835)  -1.55
C (-0.840, 0.690, 1.737)  -0.84
C (0.503, 0.446, 2.421)  -1.15
P (1.915, 0.444, 1.189)  0.80
C (3.078, 1.581, 2.090)  -1.25
C (2.724, -1.127, 1.679)  -1.16
H (-0.397, -2.278, 2.017)  0.42
H (0.129, -2.522, 0.306)  0.25
H (-1.511, -2.984, 0.803)  0.43
H (-3.311, -0.980, 1.900)  0.45
H (-3.670, 0.108, 0.543)  0.44
H (-3.518, -1.646, 0.263)  0.46
H (-0.801, 1.608, 1.139)  0.17
H (-1.637, 0.788, 2.479)  0.59
H (0.716, 1.265, 3.135)  0.61
H (0.523, -0.506, 2.992)  0.44
H (3.345, 1.139, 3.049)  0.47
H (3.974, 1.697, 1.478)  0.41
H (2.614, 2.553, 2.239)  0.43
H (1.999, -1.952, 1.756)  0.34
H (3.253, -1.007, 2.641)  0.44
H (3.462, -1.376, 0.899)  0.39

Summary:
HOMO level (alpha / beta), eV: -13.731 / -16.477
Gap between HOMO and LUMO (alpha / beta), eV: 7.965 / 5.283
Lowest unoccupied orbital energy (alpha / beta), eV: -5.8 / -11.2
Spin multiplicity: 6
Charge: +2
ΔE to the lowest compared entry with this formula, charge and spin, eV: 1.0042

---

No. 3
The following is a DFT calculation (ωB97M-V with the def2-TZVPD basis set) of a molecular structure, C38H57CrO22 at a distorted geometry.

Last column: Mulliken charge in e.
Atoms and positions in Å:
Cr (-2.613, -0.446, -2.299)  1.42
C (-4.318, -3.472, -4.512)  -1.53
C (-3.737, -2.292, -3.793)  1.12
O (-2.587, -2.298, -3.348)  -0.66
O (-4.407, -1.259, -3.602)  -0.76
H (-3.957, -3.625, -5.529)  0.33
H (-5.401, -3.380, -4.589)  0.37
H (-4.260, -4.422, -3.982)  0.28
C (-1.421, 2.080, -5.361)  -1.47
C (-1.794, 1.285, -4.138)  1.04
O (-2.795, 1.316, -3.457)  -0.94
O (-1.080, 0.327, -3.755)  -0.85
H (-0.417, 1.801, -5.681)  0.22
H (-1.523, 3.129, -5.082)  0.35
H (-2.130, 1.946, -6.178)  0.35
C (0.443, -0.321, 0.437)  1.29
C (-0.687, -0.437, -0.577)  1.62
O (-1.516, 0.505, -0.714)  -0.80
O (-0.909, -1.404, -1.312)  -1.20
H (0.939, -1.277, 0.603)  -0.10
H (0.075, 0.018, 1.405)  -0.61
H (1.233, 0.365, 0.130)  -0.53
O (2.407, 3.201, -4.493)  -0.69
C (2.312, 2.099, -4.012)  0.48
O (2.264, 0.999, -4.745)  -0.40
C (2.289, -0.184, -3.999)  -0.44
C (2.731, 0.272, -2.565)  0.92
C (2.546, 1.752, -2.559)  0.21
H (3.019, -0.806, -4.517)  0.28
H (1.335, -0.710, -4.032)  0.13
H (3.767, -0.065, -2.548)  0.00
H (2.183, -0.283, -1.804)  -0.46
H (3.409, 2.271, -2.142)  0.03
H (1.716, 2.025, -1.907)  -0.01
O (8.527, 1.907, 0.515)  -0.65
C (7.411, 1.412, 0.416)  0.31
O (7.155, 0.170, 0.061)  -0.37
C (5.769, -0.229, 0.092)  -0.26
C (5.082, 1.114, 0.149)  1.25
C (6.083, 2.019, 0.861)  -0.36
H (5.471, -0.913, 0.886)  0.08
H (5.433, -0.736, -0.813)  0.14
H (4.064, 1.154, 0.536)  -0.25
H (5.096, 1.472, -0.880)  -0.20
H (5.949, 2.158, 1.934)  0.18
H (5.948, 3.018, 0.448)  0.15
O (-5.228, -1.076, 2.747)  -0.65
C (-4.369, -0.223, 2.993)  0.50
O (-3.253, -0.461, 3.705)  -0.38
C (-2.359, 0.615, 3.792)  0.18
C (-3.245, 1.794, 3.343)  -0.89
C (-4.203, 1.154, 2.434)  0.31
H (-1.447, 0.584, 3.196)  -0.31
H (-2.060, 0.748, 4.832)  0.33
H (-2.645, 2.591, 2.904)  0.42
H (-3.822, 2.160, 4.193)  0.32
H (-3.770, 1.056, 1.438)  -0.29
H (-5.188, 1.620, 2.451)  0.36
O (-3.557, -1.872, -0.641)  -0.61
C (-3.753, -3.038, -0.296)  0.27
O (-4.861, -3.759, -0.668)  -0.39
C (-4.920, -5.015, -0.010)  -0.43
C (-3.487, -5.266, 0.445)  -0.76
C (-2.779, -3.920, 0.384)  0.09
H (-5.279, -5.722, -0.758)  0.31
H (-5.586, -5.009, 0.853)  0.24
H (-2.928, -5.971, -0.170)  0.32
H (-3.380, -5.639, 1.463)  0.32
H (-1.883, -3.877, -0.235)  -0.03
H (-2.502, -3.415, 1.309)  0.33
O (1.020, 3.114, 0.459)  -0.45
C (1.902, 3.802, 1.003)  0.44
O (3.148, 3.856, 0.548)  -0.12
C (3.955, 4.679, 1.358)  -0.28
C (3.017, 5.639, 1.969)  -0.84
C (1.785, 4.757, 2.175)  -0.50
H (4.637, 5.297, 0.774)  0.39
H (4.551, 4.125, 2.084)  0.18
H (2.832, 6.486, 1.309)  0.38
H (3.365, 6.126, 2.880)  0.32
H (0.905, 5.396, 2.092)  0.39
H (1.736, 4.295, 3.161)  0.26
O (3.881, 2.686, 3.723)  -0.60
C (3.586, 1.488, 3.760)  0.34
O (4.204, 0.637, 4.572)  -0.41
C (3.652, -0.665, 4.546)  -0.55
C (2.771, -0.722, 3.248)  0.14
C (2.429, 0.773, 2.990)  1.17
H (3.098, -0.722, 5.483)  0.30
H (4.525, -1.300, 4.395)  0.31
H (1.846, -1.231, 3.520)  0.42
H (3.235, -1.216, 2.395)  -0.39
H (1.483, 1.033, 3.464)  0.18
H (2.425, 1.076, 1.943)  -1.09
O (-4.333, 0.540, -1.431)  0.13
C (-5.406, 1.127, -1.143)  0.30
O (-5.698, 2.357, -1.665)  -0.36
C (-7.041, 2.771, -1.291)  -0.55
C (-7.690, 1.488, -0.977)  -0.64
C (-6.606, 0.734, -0.326)  -0.02
H (-7.469, 3.303, -2.141)  0.31
H (-7.038, 3.467, -0.452)  0.30
H (-8.089, 0.940, -1.831)  0.31
H (-8.502, 1.684, -0.277)  0.34
H (-6.791, -0.340, -0.324)  0.21
H (-6.616, 1.075, 0.709)  0.02
O (3.522, -2.601, -1.614)  -0.63
C (3.379, -3.136, -0.490)  0.53
O (4.276, -2.905, 0.505)  -0.26
C (4.191, -3.907, 1.553)  -0.43
C (2.781, -4.463, 1.403)  -0.53
C (2.464, -4.242, -0.097)  0.04
H (4.391, -3.512, 2.549)  0.22
H (4.981, -4.593, 1.250)  0.39
H (1.981, -4.014, 1.991)  0.21
H (2.724, -5.493, 1.756)  0.39
H (1.466, -3.807, -0.147)  -0.22
H (2.535, -5.198, -0.616)  0.40

Summary:
HOMO level (alpha / beta), eV: -2.343 / -4.476
Gap between HOMO and LUMO (alpha / beta), eV: 3.913 / 6.046
Lowest unoccupied orbital energy (alpha / beta), eV: 1.6 / 1.6
Spin multiplicity: 5
Charge: -1

---

No. 4
The following is a DFT calculation (ωB97M-V with the def2-TZVPD basis set) of a molecular structure, C21H26ClNOP2Sn at a distorted geometry.

Last column: Mulliken charge in e.
Atoms and positions in Å:
C (4.408, -1.807, -2.300)  -0.74
C (3.377, -0.875, -2.454)  0.06
C (2.132, -1.351, -2.923)  0.57
C (1.838, -2.715, -2.949)  0.42
C (2.908, -3.618, -2.875)  -1.05
C (4.185, -3.160, -2.555)  -0.60
C (0.391, -3.030, -2.811)  -0.02
C (-0.395, -2.197, -3.800)  0.44
C (-0.112, -0.822, -3.719)  0.48
C (-1.089, 0.137, -4.024)  -0.02
C (-2.288, -0.298, -4.566)  -0.51
C (-2.532, -1.658, -4.813)  -0.71
C (-1.598, -2.621, -4.392)  -1.07
H (5.376, -1.459, -1.998)  0.52
H (2.741, -4.697, -3.073)  0.43
H (5.023, -3.852, -2.484)  0.44
H (0.212, -4.102, -3.021)  0.86
H (-3.023, 0.443, -4.837)  0.49
H (-3.463, -1.946, -5.293)  0.44
H (-1.799, -3.686, -4.585)  0.45
N (1.026, -0.438, -2.968)  -0.34
Sn (0.356, -0.260, -0.882)  1.06
C (3.516, 0.527, -1.949)  -1.13
H (3.114, 1.272, -2.645)  0.40
H (4.559, 0.787, -1.712)  0.59
C (-0.886, 1.570, -3.586)  -1.23
H (0.104, 1.933, -3.821)  0.45
H (-1.662, 2.232, -3.983)  0.62
P (2.662, 0.698, -0.350)  0.78
P (-1.107, 1.702, -1.747)  1.05
C (-2.893, 1.555, -1.538)  -1.41
H (-3.156, 1.715, -0.492)  0.42
H (-3.359, 2.332, -2.155)  0.45
H (-3.262, 0.575, -1.859)  0.35
C (-0.714, 3.419, -1.407)  -1.26
H (-1.335, 4.036, -2.059)  0.45
H (-0.942, 3.655, -0.363)  0.43
H (0.342, 3.622, -1.603)  0.26
C (3.586, -0.338, 0.783)  -1.30
H (4.645, -0.034, 0.709)  0.44
H (3.236, -0.199, 1.816)  0.40
H (3.509, -1.403, 0.528)  0.32
C (2.889, 2.379, 0.195)  -1.17
H (2.500, 2.526, 1.210)  0.39
H (3.977, 2.568, 0.198)  0.44
H (2.408, 3.089, -0.490)  0.29
C (-2.088, -1.577, 0.273)  0.18
O (-2.949, -1.874, 0.946)  -0.14
H (-0.017, -2.657, -1.725)  -0.51
Cl (0.564, 0.239, 2.429)  -0.07
C (-0.215, 0.835, 1.002)  -0.73
H (-1.293, 0.801, 1.120)  0.38
H (0.170, 1.831, 0.742)  0.27

Summary:
HOMO level (alpha / beta), eV: -14.371 / -14.373
Gap between HOMO and LUMO (alpha / beta), eV: 5.698 / 5.710
Lowest unoccupied orbital energy (alpha / beta), eV: -8.7 / -8.7
Spin multiplicity: 1
Charge: +2
ΔE to the lowest compared entry with this formula, charge and spin, eV: 1.7274

---

No. 5
The following is a DFT calculation (ωB97M-V with the def2-TZVPD basis set) of 14 unconnected molecules or ions with the total composition H28O14 at a distorted geometry.

Last column: Mulliken charge in e.
Atoms and positions in Å:
O (1.760, -0.228, -2.203)  -0.54
H (2.251, -0.821, -2.781)  0.27
H (0.868, -0.537, -2.217)  0.40
O (2.497, -2.241, -0.247)  -0.67
H (3.393, -2.267, -0.524)  0.33
H (2.425, -1.289, -0.179)  0.20
O (-0.160, 2.193, -1.789)  -0.67
H (0.160, 1.921, -0.926)  0.25
H (0.232, 1.583, -2.414)  0.32
O (-0.725, -0.959, -2.448)  -0.73
H (-0.784, -1.731, -1.956)  0.31
H (-1.359, -0.355, -2.107)  0.28
O (2.621, 2.096, -0.916)  -0.64
H (2.604, 1.294, -1.424)  0.35
H (2.520, 1.868, 0.005)  0.29
O (-2.589, 1.785, -2.707)  -0.67
H (-1.692, 1.920, -2.322)  0.41
H (-2.411, 2.011, -3.645)  0.32
O (-2.053, 2.916, 0.143)  -0.53
H (-2.376, 3.042, -0.723)  0.28
H (-2.818, 2.989, 0.695)  0.28
O (-0.245, -2.313, 0.189)  -0.70
H (0.645, -2.427, -0.140)  0.36
H (-0.618, -3.188, 0.153)  0.30
O (-2.527, 0.349, 2.505)  -0.64
H (-2.681, 0.247, 1.583)  0.38
H (-2.320, -0.563, 2.744)  0.29
O (-2.621, -0.343, -0.134)  -0.66
H (-3.072, -0.199, -0.945)  0.30
H (-2.780, -1.246, 0.057)  0.23
O (2.997, 0.250, 2.161)  -0.65
H (2.520, 1.115, 2.004)  0.35
H (3.150, 0.262, 3.078)  0.27
O (0.056, 0.522, 0.468)  -0.32
H (0.320, -0.329, 0.783)  0.10
H (-0.737, 0.417, -0.034)  0.34
O (0.706, -2.512, 2.609)  -0.58
H (0.412, -2.353, 1.720)  0.44
H (0.900, -3.462, 2.653)  0.27
O (0.351, 0.086, 3.437)  -0.60
H (1.229, -0.062, 3.102)  0.29
H (-0.033, 0.572, 2.705)  0.39

Summary:
HOMO level, eV: -10.258
Gap between HOMO and LUMO, eV: 9.849
Lowest unoccupied orbital energy, eV: -0.4
Spin multiplicity: 1
Charge: 0
ΔE to the lowest compared entry with this formula, charge and spin, eV: 1.9934

---

No. 6
The following is a DFT calculation (ωB97M-V with the def2-TZVPD basis set) of 2 unconnected molecules or ions with the total composition C4H11NO at a distorted geometry.

Last column: Mulliken charge in e.
Atoms and positions in Å:
C (1.137, 1.482, -1.667)  -0.66
C (2.620, 1.352, -1.863)  -0.90
H (0.615, 1.894, -2.542)  0.32
H (0.576, 0.541, -1.481)  0.13
H (0.842, 2.082, -0.812)  0.28
H (3.201, 1.368, -0.924)  0.28
H (2.999, 2.132, -2.526)  0.26
H (3.037, 0.406, -2.216)  0.31
C (-0.538, -1.970, 1.555)  -1.05
C (-1.005, -0.645, 1.026)  0.76
O (-0.999, 0.364, 1.708)  -0.62
N (-1.663, -0.620, -0.171)  -0.41
H (0.413, -2.454, 1.429)  0.30
H (-1.265, -2.750, 1.269)  0.31
H (-2.121, 0.248, -0.395)  0.23
H (-1.747, -1.453, -0.720)  0.18
H (-0.766, -1.950, 2.639)  0.28

Summary:
HOMO level, eV: -9.895
Gap between HOMO and LUMO, eV: 10.709
SMILES: CC(N)=O.CC
Lowest unoccupied orbital energy, eV: 0.8
Spin multiplicity: 1
Charge: 0
ΔE to the lowest compared entry with this formula, charge and spin, eV: 0.6385